# 1
Below is 2 unconnected molecules or ions with the total composition C2H2BrCl, with properties calculated with wB97M-V/def2-TZVPD.

## Properties
**HOMO level (spin up / spin down)**: -8.29 / -11.13 eV
**Gap between HOMO and LUMO (spin up / spin down)**: 7.28 / 10.13 eV
**Total charge**: 0
**Relative energy (zero: lowest compared OMol25 entry of this formula, charge and spin)**: 0.0 kJ/mol
**⟨S²⟩**: 2.0090
**2S+1**: 3

Geometry as XYZ:
```
6
Properties=species:S:1:pos:R:3:forces:R:3:lowdin_spin:R:1
C 0.539411 -0.852729 0.342826 0.18 -0.98 -4.42 0.687
C -0.737198 1.693496 0.124714 1.02 0.29 1.16 0.829
Cl 2.176166 -0.434675 0.300980 -0.42 -0.07 0.23 0.190
Br -1.843264 1.277950 -1.174751 -1.09 -0.27 -1.22 0.228
H -0.136740 -0.598661 1.051365 -1.18 0.90 2.83 0.044
H 0.001625 -1.085381 -0.645134 1.49 0.14 1.42 0.023
```
Forces are in eV/Å.

=====

# 2
Below is C2H2BrF in the gas phase, with properties calculated with wB97M-V/def2-TZVPD.

## Properties
**HOMO level (spin up / spin down)**: -9.04 / -8.17 eV
**SMILES string**: C=C(F)Br
**Gap between HOMO and LUMO (spin up / spin down)**: 9.53 / 8.20 eV
**Total charge**: 0
**Relative energy (zero: lowest compared OMol25 entry of this formula, charge and spin)**: 324.7 kJ/mol

Geometry as XYZ:
```
6
Properties=species:S:1:pos:R:3:forces:R:3:lowdin_charge:R:1
C 1.031307 0.250627 -0.036762 -7.93 -1.09 0.12 0.106
C -0.743899 -0.240277 0.017068 7.94 0.87 -0.17 -0.791
F -0.899509 -1.555847 -0.015667 -0.43 0.22 0.00 -0.055
Br -2.253191 0.779643 0.025444 -0.25 0.28 -0.03 0.767
H 1.138538 1.308906 0.008805 0.27 0.32 0.03 -0.014
H 1.726756 -0.543053 0.001110 0.39 -0.60 0.04 -0.012
```
Forces are in eV/Å.

=====

# 3
Below is a molecular structure, C2H2BrF2I, with properties calculated with wB97M-V/def2-TZVPD.

## Properties
**HOMO level**: -9.19 eV
**Gap between HOMO and LUMO**: 7.68 eV
**Total charge**: 0
**Relative energy (zero: lowest compared OMol25 entry of this formula, charge and spin)**: 351.6 kJ/mol

Geometry as XYZ:
```
8
Properties=species:S:1:pos:R:3:forces:R:3:lowdin_charge:R:1
C 1.453145 -0.180249 -0.481219 2.63 -3.73 -1.30 -0.157
C -1.426335 -1.080189 -0.154118 0.08 0.22 -0.29 -1.165
F 2.881400 0.045378 -0.359970 -3.33 0.05 -0.82 -0.038
F 1.297839 -1.489896 0.028929 -0.02 1.71 0.15 -0.089
Br -1.556181 -1.380397 1.666256 -0.16 -0.25 0.02 0.563
I -1.937772 -2.702965 -1.355332 -0.02 0.02 0.30 0.699
H 0.867867 0.543410 -0.060605 -0.80 1.80 2.54 0.071
H 0.953695 -0.280891 -1.457531 1.61 0.17 -0.60 0.116
```
Forces are in eV/Å.

=====

# 4
Below is a molecular structure, C2H2BrI, with properties calculated with wB97M-V/def2-TZVPD.

## Properties
**HOMO level (spin up / spin down)**: -8.18 / -7.32 eV
**Gap between HOMO and LUMO (spin up / spin down)**: 7.79 / 5.79 eV
**Total charge**: 0
**Relative energy (zero: lowest compared OMol25 entry of this formula, charge and spin)**: 607.3 kJ/mol

Geometry as XYZ:
```
6
Properties=species:S:1:pos:R:3:forces:R:3:lowdin_charge:R:1
C -1.536641 -0.266499 -0.363576 1.93 2.45 0.54 -0.371
C 1.615879 0.654139 0.408566 -2.55 1.44 1.14 -1.219
Br 3.335947 0.514226 -0.028934 2.41 -0.56 -0.86 0.502
I 0.462517 -1.054560 0.038484 -1.86 -0.66 -0.48 1.149
H -2.408330 -0.718108 0.075373 0.07 -0.73 0.31 -0.061
H -1.469373 0.870804 -0.129915 0.01 -1.93 -0.64 -0.001
```
Forces are in eV/Å.

=====

# 5
Below is a molecular structure, C2H2BrI2NO2, with properties calculated with wB97M-V/def2-TZVPD.

## Properties
**HOMO level (spin up / spin down)**: -8.89 / -8.89 eV
**Gap between HOMO and LUMO (spin up / spin down)**: 5.35 / 5.28 eV
**Total charge**: 0
**Relative energy (zero: lowest compared OMol25 entry of this formula, charge and spin)**: 86.2 kJ/mol

Geometry as XYZ:
```
10
Properties=species:S:1:pos:R:3:forces:R:3:lowdin_charge:R:1
C -1.431693 -1.589979 0.527996 -1.24 -0.62 1.60 0.116
C 1.169876 1.150515 -0.029495 3.44 3.44 -2.03 -1.504
N -0.994037 -0.760599 -0.302851 -1.81 -0.72 -4.99 -0.103
O -1.298411 -0.717466 -1.460530 1.32 1.63 0.76 0.138
O 0.412428 0.290718 0.297149 -2.70 -3.18 2.82 -0.257
Br 1.930568 2.265496 1.702162 -0.76 -0.71 -1.08 0.329
I 3.108403 0.264157 -0.948303 -0.59 0.32 0.25 0.517
I 0.528016 2.813470 -1.563531 0.05 -0.97 0.87 0.524
H -2.351231 -2.208963 0.283394 1.59 0.91 -0.02 0.157
H -1.073920 -1.507347 1.494009 0.71 -0.10 1.80 0.081
```
Forces are in eV/Å.

=====

# 6
Below is 2 unconnected molecules or ions with the total composition C2H2BrIO, with properties calculated with wB97M-V/def2-TZVPD.

## Properties
**HOMO level (spin up / spin down)**: -7.73 / -10.27 eV
**Gap between HOMO and LUMO (spin up / spin down)**: 8.09 / 8.11 eV
**Total charge**: 0
**Relative energy (zero: lowest compared OMol25 entry of this formula, charge and spin)**: 62.0 kJ/mol
**⟨S²⟩**: 2.0130
**2S+1**: 3

Geometry as XYZ:
```
7
Properties=species:S:1:pos:R:3:forces:R:3:lowdin_spin:R:1
C 1.095433 0.198213 -0.649294 -0.67 3.04 -3.89 0.389
C -1.129372 -0.274633 0.571769 -0.79 2.91 2.37 0.747
O 0.999022 0.937651 -1.567508 0.16 -2.19 2.77 0.172
Br -2.180159 1.216726 0.138788 0.55 -0.57 0.42 0.152
I 2.868799 -0.699800 0.144820 1.32 -0.70 0.66 0.462
H -0.455807 -0.330463 1.405740 -0.15 0.55 0.28 0.035
H -1.197913 -1.047694 -0.044316 -0.43 -3.04 -2.61 0.045
```
Forces are in eV/Å.

=====

# 7
Below is 2 unconnected molecules or ions with the total composition C2H2BrNO3, with properties calculated with wB97M-V/def2-TZVPD.

## Properties
**HOMO level**: -10.12 eV
**SMILES string**: C=[N+]([O-])Br.O=C=O
**Gap between HOMO and LUMO**: 8.92 eV
**Total charge**: 0
**Relative energy (zero: lowest compared OMol25 entry of this formula, charge and spin)**: 28.4 kJ/mol

Geometry as XYZ:
```
9
Properties=species:S:1:pos:R:3:forces:R:3:lowdin_charge:R:1
C -1.259670 -1.914365 -0.598307 -0.14 -0.08 1.75 -0.446
C 0.596576 1.165711 1.003188 2.10 -0.75 -2.19 -0.032
N 0.290230 1.057346 -0.237628 1.99 -0.62 0.55 -0.545
O -0.890092 -2.566625 -1.458703 0.42 -0.59 -1.80 0.222
O -1.592711 -1.381693 0.374514 -0.27 0.66 0.06 0.189
O -0.652373 1.238053 -0.922874 -1.06 0.15 -0.67 0.012
Br 2.016513 0.193591 -1.096896 -0.45 0.26 -0.51 0.522
H 1.597124 0.913178 1.240244 0.40 -0.04 0.38 0.024
H -0.105596 1.294802 1.696463 -2.98 1.01 2.43 0.055
```
Forces are in eV/Å.

=====

# 8
Below is a molecular structure, C2H2BrNO3S, with properties calculated with wB97M-V/def2-TZVPD.

## Properties
**HOMO level**: -8.93 eV
**Gap between HOMO and LUMO**: 7.90 eV
**Total charge**: 0
**Relative energy (zero: lowest compared OMol25 entry of this formula, charge and spin)**: 89.5 kJ/mol

Geometry as XYZ:
```
10
Properties=species:S:1:pos:R:3:forces:R:3:lowdin_charge:R:1
C -1.372079 0.458675 0.014829 0.36 0.03 -0.67 -0.647
C -2.366220 -0.363360 -0.458000 -1.77 1.69 -0.18 -0.615
N -0.070241 0.106165 0.017035 0.06 0.02 0.42 0.174
O -1.685974 1.707954 0.227845 -0.07 0.42 0.07 -0.124
O -3.852999 2.603231 -0.970839 0.20 -0.16 -0.22 -0.300
O -4.097536 1.615066 1.276251 0.04 0.06 -0.09 -0.317
S -3.526356 1.580259 -0.034987 1.30 -2.01 0.39 0.806
Br -3.003941 -1.999548 -0.022593 0.04 -0.18 0.15 0.785
H 0.201894 -0.794830 -0.341799 -0.09 0.16 0.03 0.117
H 0.621603 0.837311 0.033233 -0.08 -0.04 0.09 0.122
```
Forces are in eV/Å.

=====

# 9
Below is 2 unconnected molecules or ions with the total composition C2H2BrNS2, with properties calculated with wB97M-V/def2-TZVPD.

## Properties
**HOMO level (spin up / spin down)**: -8.74 / -9.13 eV
**Gap between HOMO and LUMO (spin up / spin down)**: 7.00 / 5.50 eV
**Total charge**: 0
**Relative energy (zero: lowest compared OMol25 entry of this formula, charge and spin)**: 0.0 kJ/mol
**⟨S²⟩**: 2.1793
**2S+1**: 3

Geometry as XYZ:
```
8
Properties=species:S:1:pos:R:3:forces:R:3:lowdin_spin:R:1
C 0.433507 -0.179884 0.452733 1.54 -0.73 2.81 -0.011
C 0.260407 0.634541 -0.690908 0.04 0.96 -2.83 0.054
N 0.236350 -1.490692 0.514008 -0.34 1.54 0.33 0.449
S -0.195633 0.141469 -2.217802 0.08 -0.12 1.37 -0.190
S -0.461345 -2.741056 -0.047781 0.25 0.44 -0.32 0.845
Br -1.885004 1.677195 1.298226 0.16 -0.20 0.00 0.835
H 1.023830 0.255440 1.398662 -1.47 -0.90 -2.25 0.009
H 0.587888 1.702987 -0.707138 -0.28 -1.00 0.90 0.009
```
Forces are in eV/Å.

=====

# 10
Below is 2 unconnected molecules or ions with the total composition C2H2BrO2S, with properties calculated with wB97M-V/def2-TZVPD.

## Properties
**HOMO level**: -2.76 eV
**Gap between HOMO and LUMO**: 6.18 eV
**Total charge**: -1
**Relative energy (zero: lowest compared OMol25 entry of this formula, charge and spin)**: 192.9 kJ/mol

Geometry as XYZ:
```
8
Properties=species:S:1:pos:R:3:forces:R:3:lowdin_charge:R:1
C -1.193688 2.657126 0.193704 -0.35 0.69 1.87 -0.535
C -0.221110 0.102225 1.110727 -1.40 -0.93 -0.48 -1.031
O -0.659887 2.692147 -0.805112 1.30 -0.34 -3.10 0.175
O -1.686581 2.854468 1.210922 -1.13 -0.03 1.40 0.180
S -0.025604 -0.429859 -0.582532 0.43 -0.38 0.41 0.446
Br 0.380023 -1.362256 2.534969 -0.08 0.24 -0.47 0.115
H 0.571429 0.770839 1.238099 1.60 0.93 0.49 -0.146
H -1.313311 -0.480149 -0.912972 -0.36 -0.19 -0.12 -0.203
```
Forces are in eV/Å.

=====

# 11
Below is 2 unconnected molecules or ions with the total composition C2H2BrO2S, with properties calculated with wB97M-V/def2-TZVPD.

## Properties
**HOMO level (spin up / spin down)**: -4.34 / -4.34 eV
**Gap between HOMO and LUMO (spin up / spin down)**: 6.69 / 6.69 eV
**Total charge**: -1
**Relative energy (zero: lowest compared OMol25 entry of this formula, charge and spin)**: 1.9 kJ/mol

Geometry as XYZ:
```
8
Properties=species:S:1:pos:R:3:forces:R:3:lowdin_charge:R:1
C -0.817873 0.720946 0.274470 -1.33 0.81 -0.01 -0.712
C 0.350318 -0.145087 0.478666 1.43 -1.20 -0.85 -0.660
O -1.172424 0.877397 -1.011117 -0.04 0.01 0.19 0.024
O -1.367953 1.322569 1.169571 0.41 -0.26 -0.42 0.070
S 1.339509 -0.514570 -0.793844 -0.28 0.15 0.84 0.631
Br -1.500218 -2.442637 0.847235 0.24 0.33 -0.02 -0.410
H 0.649874 -0.365936 1.491259 -0.23 0.04 0.13 0.039
H -0.533940 0.344987 -1.539361 -0.20 0.13 0.14 0.018
```
Forces are in eV/Å.

=====

# 12
Below is a molecular structure, C2H2Cl2I2, with properties calculated with wB97M-V/def2-TZVPD.

## Properties
**HOMO level (spin up / spin down)**: -8.04 / -8.26 eV
**Gap between HOMO and LUMO (spin up / spin down)**: 6.99 / 7.83 eV
**Total charge**: 0
**Relative energy (zero: lowest compared OMol25 entry of this formula, charge and spin)**: 363.8 kJ/mol

Geometry as XYZ:
```
8
Properties=species:S:1:pos:R:3:forces:R:3:lowdin_charge:R:1
C 1.422534 0.218955 0.313964 -1.49 -4.02 -2.21 -0.656
C -1.001356 -0.256005 -0.478798 0.39 0.88 3.14 -1.854
Cl 1.117340 1.155602 1.508908 -0.45 3.10 3.97 0.671
Cl -1.007885 -0.470671 -2.095246 0.03 -0.46 -2.37 0.509
I -1.606220 -1.923195 0.731548 0.23 0.27 -0.36 0.662
I -1.954824 1.546720 0.204728 0.12 -0.43 -0.29 0.670
H 1.664178 0.568374 -0.611921 0.85 1.18 -2.22 -0.004
H 1.366232 -0.839779 0.426816 0.32 -0.51 0.32 0.001
```
Forces are in eV/Å.

=====

no.,strongest force on any atom (eV/A)
1,4.5
2,8.0
3,4.7
4,3.2
5,5.4
6,5.0
7,4.0
8,2.5
9,3.3
10,3.4
11,2.1
12,5.1